A molecular structure, C48H94As3Cl3GeO2SeSi4Ti, computed with ωB97M-V with the def2-TZVPD basis set.

The geometry in XYZ format:
```
157
Properties=species:S:1:pos:R:3:forces:R:3:lowdin_charge:R:1
Ti -0.644 1.031 0.608 0.1 0.5 -0.2 0.098
C 2.240 -6.005 3.611 0.0 0.0 0.0 -0.042
C 0.893 -5.710 4.283 0.0 0.0 0.0 -0.554
C -0.206 -6.546 3.611 0.0 0.0 0.0 -0.047
C 0.983 -6.124 5.751 0.0 0.0 0.0 -0.063
C 0.573 -4.226 4.123 0.0 0.1 0.0 -0.160
C 0.435 -3.680 2.852 0.0 0.0 0.0 -0.081
C 0.193 -2.330 2.689 0.1 -0.1 0.0 -0.369
Se -0.047 -1.753 0.880 0.1 0.3 0.1 1.092
C -1.929 -2.076 0.679 -0.1 0.0 -0.1 -0.363
C -2.474 -3.308 0.963 0.0 -0.1 0.0 -0.039
C -3.828 -3.538 0.749 0.0 0.0 0.0 -0.155
C -4.579 -2.490 0.240 0.0 0.1 0.0 0.038
C -4.072 -1.219 -0.062 0.0 -0.2 0.1 -0.073
C -2.703 -1.032 0.160 0.2 0.1 0.0 -0.302
O -2.049 0.144 -0.074 -0.6 -0.4 0.0 -0.393
C -5.052 -0.095 -0.412 0.0 0.0 0.0 -0.514
C -5.391 0.605 0.913 0.0 0.0 0.0 -0.032
C -4.489 0.919 -1.410 0.1 0.1 -0.1 -0.055
C -6.356 -0.630 -1.026 0.0 0.0 0.0 -0.058
C -4.414 -4.912 1.067 0.0 0.0 0.0 -0.553
C -3.768 -5.953 0.142 0.0 0.0 0.0 -0.041
C -4.107 -5.272 2.527 0.0 0.0 0.0 -0.040
C -5.929 -4.958 0.868 0.0 0.0 0.0 -0.065
C 0.129 -1.444 3.775 0.1 0.1 0.0 -0.349
O 0.018 -0.128 3.500 -0.2 0.0 0.1 -0.482
C 0.166 -1.982 5.068 0.0 0.0 0.0 -0.087
C 0.409 -3.356 5.187 0.0 0.0 0.0 0.025
C -0.091 -1.242 6.396 0.0 0.0 0.0 -0.523
C 1.134 -1.373 7.313 0.0 0.0 0.0 -0.044
C -0.419 0.249 6.282 0.0 0.0 0.1 -0.081
C -1.311 -1.898 7.068 0.0 0.0 0.0 -0.043
H 2.482 -7.067 3.692 0.0 0.0 0.0 0.085
H 3.041 -5.433 4.083 0.0 0.0 0.0 0.092
H 2.222 -5.745 2.552 0.0 0.0 0.0 0.078
H -0.014 -7.611 3.754 0.0 0.0 0.0 0.086
H -0.251 -6.359 2.536 0.0 0.0 0.0 0.075
H -1.184 -6.314 4.036 0.0 0.0 0.0 0.082
H 1.217 -7.188 5.815 0.0 0.0 0.0 0.086
H 0.039 -5.960 6.276 0.0 0.0 0.0 0.088
H 1.769 -5.579 6.276 0.0 0.0 0.0 0.088
H 0.531 -4.303 1.971 0.0 0.0 0.0 0.101
H -1.838 -4.091 1.357 0.0 0.0 0.0 0.100
H -5.634 -2.651 0.090 0.0 0.0 0.0 0.088
H -4.490 0.983 1.398 0.0 0.0 0.0 0.052
H -5.869 -0.097 1.600 0.0 0.0 0.0 0.093
H -6.071 1.443 0.743 0.0 0.0 0.0 0.090
H -3.582 1.400 -1.055 -0.1 0.0 0.0 0.050
H -5.237 1.694 -1.588 0.0 0.0 0.0 0.088
H -4.275 0.442 -2.370 0.0 0.0 0.0 0.090
H -6.971 -1.173 -0.309 0.0 0.0 0.0 0.078
H -6.158 -1.282 -1.879 0.0 0.0 0.0 0.094
H -6.952 0.214 -1.378 0.0 0.0 0.0 0.086
H -2.685 -5.982 0.273 0.0 0.0 0.0 0.077
H -3.975 -5.725 -0.905 0.0 0.0 0.0 0.091
H -4.159 -6.950 0.361 0.0 0.0 0.0 0.086
H -3.034 -5.342 2.710 0.0 0.0 0.0 0.059
H -4.550 -6.239 2.776 0.0 0.0 0.0 0.087
H -4.514 -4.522 3.208 0.0 0.0 0.0 0.095
H -6.208 -4.773 -0.171 0.0 0.0 0.0 0.087
H -6.441 -4.227 1.497 0.0 0.0 0.0 0.090
H -6.300 -5.948 1.137 0.0 0.0 0.0 0.086
H 0.473 -3.757 6.188 0.0 0.0 0.0 0.092
H 2.019 -0.950 6.834 0.0 0.0 0.0 0.059
H 1.349 -2.411 7.568 0.0 0.0 0.0 0.078
H 0.953 -0.834 8.246 0.0 0.0 0.0 0.089
H 0.477 0.845 6.079 0.0 0.0 0.0 0.017
H -0.782 0.599 7.252 0.0 0.0 0.0 0.092
H -1.180 0.465 5.535 0.0 0.0 0.0 0.084
H -1.175 -2.967 7.226 0.0 0.0 0.0 0.075
H -2.205 -1.761 6.456 0.0 0.0 0.0 0.095
H -1.487 -1.434 8.041 0.0 0.0 0.0 0.085
C 4.782 -0.335 0.802 0.0 0.0 0.0 -0.342
As 3.510 -1.201 -0.409 -0.2 -0.1 0.0 1.096
C 4.692 -2.718 -0.827 0.0 0.0 0.0 -0.337
C 3.909 -0.005 -1.932 0.0 0.0 0.0 -0.360
C 3.177 -0.193 -3.274 -0.1 0.0 -0.1 -0.640
C 3.983 0.599 -4.314 0.0 0.1 -0.1 -0.063
C 1.762 0.427 -3.299 0.0 0.0 0.1 -0.322
As 0.297 0.090 -2.007 0.0 -0.1 0.0 1.132
C -1.201 0.691 -3.111 0.0 0.0 0.0 -0.286
C -0.048 -1.811 -2.351 0.1 0.1 -0.1 -0.306
C 3.170 -1.684 -3.642 0.0 0.0 0.0 -0.401
As 2.674 -2.498 -5.387 0.0 0.0 0.0 1.131
C 4.255 -2.040 -6.462 0.0 0.0 0.0 -0.352
C 1.426 -1.271 -6.287 0.0 0.0 0.0 -0.356
H 5.773 -0.317 0.347 0.0 0.0 0.0 0.027
H 4.460 0.680 1.022 0.0 0.0 0.0 -0.009
H 4.818 -0.886 1.740 0.0 0.0 0.0 0.004
H 5.615 -2.380 -1.302 0.0 0.0 0.0 0.025
H 4.199 -3.449 -1.465 0.0 0.0 0.0 0.007
H 4.942 -3.199 0.119 0.0 0.0 0.0 0.018
H 4.987 -0.084 -2.109 0.0 0.0 0.0 0.080
H 3.730 1.006 -1.552 0.0 0.0 0.0 0.057
H 4.126 1.627 -3.971 0.0 0.0 0.0 0.086
H 3.473 0.636 -5.279 0.0 0.0 0.0 0.065
H 4.967 0.151 -4.464 0.0 0.0 0.0 0.088
H 1.294 0.170 -4.247 0.0 0.0 -0.1 0.037
H 1.878 1.509 -3.305 0.0 0.0 0.1 0.032
H -0.974 0.592 -4.173 0.0 0.0 0.0 0.039
H -1.466 1.722 -2.885 0.0 -0.1 0.0 -0.014
H -2.042 0.049 -2.859 0.0 0.0 0.0 0.018
H 0.010 -1.978 -3.428 0.0 0.0 0.0 0.025
H -1.057 -2.050 -2.013 0.0 0.0 0.0 0.023
H 0.660 -2.457 -1.841 0.0 0.0 0.0 -0.008
H 2.566 -2.226 -2.916 -0.1 0.0 0.1 0.012
H 4.187 -2.073 -3.512 0.0 0.0 0.0 0.058
H 5.151 -2.357 -5.929 0.0 0.0 0.0 0.017
H 4.326 -0.977 -6.680 0.0 0.0 0.0 0.009
H 4.204 -2.595 -7.399 0.0 0.0 0.0 0.012
H 0.452 -1.281 -5.797 0.0 0.0 0.0 -0.001
H 1.292 -1.672 -7.293 0.0 0.0 0.0 0.017
H 1.788 -0.246 -6.368 0.0 0.0 0.0 0.012
C 2.395 3.861 -2.043 0.0 0.0 0.0 -0.213
Si 0.560 4.197 -2.321 -0.1 0.0 0.0 0.356
C 0.389 6.048 -2.664 0.1 0.0 0.1 -0.206
C 0.040 3.479 -4.000 0.2 0.0 0.0 -0.215
Si -0.665 3.556 -0.374 0.1 0.1 -0.1 0.378
Si 0.264 4.977 1.325 -0.1 -0.1 0.0 0.344
C 0.601 6.741 0.714 0.0 -0.1 0.0 -0.219
C 1.946 4.491 2.028 0.0 0.1 0.0 -0.259
C -0.957 5.134 2.763 0.1 0.0 0.0 -0.244
Si -2.819 4.520 -0.734 0.0 -0.1 0.0 0.350
C -3.322 4.279 -2.542 0.0 0.0 0.1 -0.221
C -4.161 3.864 0.413 0.0 0.0 0.0 -0.230
C -2.875 6.385 -0.438 0.0 -0.1 0.0 -0.213
H 2.972 4.122 -2.935 0.0 0.0 0.0 0.037
H 2.589 2.816 -1.799 0.0 0.0 0.0 -0.013
H 2.779 4.455 -1.209 -0.1 0.0 0.0 0.023
H 0.772 6.233 -3.672 0.0 0.0 0.0 0.032
H 0.956 6.668 -1.973 0.0 0.0 0.0 0.010
H -0.647 6.385 -2.646 -0.1 0.0 0.0 0.011
H 0.581 4.060 -4.752 0.0 0.0 0.0 0.037
H -1.025 3.605 -4.195 0.0 0.1 0.0 0.020
H 0.277 2.431 -4.164 0.0 0.1 0.0 -0.019
H 1.591 6.798 0.254 0.0 0.0 -0.1 0.025
H 0.628 7.373 1.607 0.0 0.0 0.0 0.032
H -0.122 7.167 0.023 -0.1 0.0 0.0 0.004
H 2.667 4.245 1.245 0.0 0.0 0.0 0.010
H 1.922 3.660 2.733 0.0 0.1 -0.1 -0.076
H 2.320 5.369 2.564 0.0 0.0 0.0 0.037
H -1.998 5.046 2.449 0.0 0.0 0.0 -0.003
H -0.826 6.112 3.235 0.0 0.0 0.0 0.030
H -0.784 4.366 3.519 0.0 0.0 0.0 -0.001
H -3.238 3.246 -2.882 0.0 -0.1 0.0 0.006
H -2.693 4.896 -3.187 0.0 0.0 0.0 0.015
H -4.357 4.598 -2.690 0.0 0.0 0.0 0.034
H -4.021 2.830 0.717 0.0 0.1 -0.1 -0.044
H -5.135 3.952 -0.076 0.0 0.0 0.0 0.037
H -4.190 4.473 1.320 0.0 0.0 0.0 0.032
H -2.237 6.972 -1.096 0.1 0.0 -0.1 0.011
H -2.638 6.646 0.594 0.0 0.0 0.0 0.022
H -3.910 6.689 -0.625 0.0 0.0 0.0 0.037
Cl 3.002 0.030 4.210 -0.1 0.1 -0.1 0.065
Ge 1.183 1.284 3.757 0.0 -0.3 0.1 0.598
Cl -1.822 1.980 2.259 0.2 0.0 0.0 0.234
Cl 1.622 1.396 1.130 0.1 -0.1 0.1 0.079
```
Forces are in eV/Å.

Properties
LUMO energy = -0.49 eV
energy above the lowest of the compared OMol25 structures with the same formula, charge and spin = 5.9 kcal per mole
strongest force on any atom = 0.7 eV Å⁻¹
highest occupied orbital energy = -8.00 eV